Entry 1:
This record from OMol25 describes C5H6Cl2O in the gas phase at a distorted geometry. The level of theory is wB97M-V/def2-TZVPD.

Positions of all 14 atoms, in Å:
C (0.91, -1.59, 0.12)
C (0.26, -0.90, 1.30)
C (-0.31, -0.73, -0.09)
C (-0.19, 0.64, -0.75)
C (-0.87, 1.83, -0.18)
H (0.85, -2.60, -0.27)
H (0.78, 0.28, 1.39)
H (-0.16, -1.52, 2.09)
H (-0.14, 0.49, -1.78)
H (-1.04, 2.07, 1.10)
H (-1.23, 2.41, -1.10)
O (0.63, 1.70, -0.26)
Cl (2.31, -0.72, -0.81)
Cl (-1.81, -1.36, -0.77)

Summary:
Energy ... -32370.066 eV
Relative energy (zero: lowest compared OMol25 entry of this formula, charge and spin) ... 93.6 kcal per mole
SMILES ... Cl[C@H]1C[C@@]1(Cl)[C@H]1CO1

Entry 2:
This record from OMol25 describes C5H6ClF in the gas phase at a distorted geometry. The level of theory is wB97M-V/def2-TZVPD.

Positions of all 13 atoms, in Å:
C (-1.89, 1.22, -0.66)
C (-1.09, 0.19, -0.45)
C (0.83, -0.96, 0.94)
C (1.32, -0.65, -0.44)
C (0.21, 0.16, 0.21)
F (0.63, 1.37, 0.76)
Cl (3.01, -0.05, -0.41)
H (-2.92, 1.22, -1.15)
H (-1.61, 2.16, -0.22)
H (-1.49, -0.83, -0.34)
H (0.34, -1.90, 1.32)
H (1.48, -0.53, 1.69)
H (1.17, -1.40, -1.24)

Summary:
Energy ... -20519.810 eV
Relative energy (zero: lowest compared OMol25 entry of this formula, charge and spin) ... 32.9 kcal per mole
SMILES ... C=C[C@@]1(F)C[C@@H]1Cl

Entry 3:
This record from OMol25 describes C5H6ClFN2 in the gas phase at a distorted geometry. The level of theory is wB97M-V/def2-TZVPD.

Positions of all 15 atoms, in Å:
C (-0.15, -1.79, 0.40)
C (-1.49, -1.33, 0.35)
C (0.99, -1.09, 0.21)
C (-1.87, -0.17, -0.21)
C (0.64, 1.24, 0.11)
N (1.15, 0.19, -0.38)
N (0.66, 2.51, -0.34)
F (0.12, 1.15, 1.37)
Cl (-3.50, 0.49, -0.07)
H (-0.11, -2.74, 0.73)
H (-2.16, -1.92, 0.92)
H (2.04, -1.60, 0.37)
H (-1.32, 0.45, -0.71)
H (0.63, 3.20, 0.35)
H (1.06, 2.59, -1.21)

Summary:
Energy ... -23500.533 eV
Relative energy (zero: lowest compared OMol25 entry of this formula, charge and spin) ... 14.1 kcal per mole
SMILES ... N/C(F)=N/C=C\C=C\Cl

Entry 4:
This record from OMol25 describes 2 unconnected molecules or ions with the total composition C5H6ClN at a distorted geometry. The level of theory is wB97M-V/def2-TZVPD.

Positions of all 13 atoms, in Å:
C (-1.91, -1.37, 0.02)
C (1.44, 1.01, 0.13)
C (0.98, 2.06, 0.46)
C (2.36, 0.05, -0.56)
C (-1.86, -0.06, 0.18)
N (-1.98, -2.58, 0.09)
Cl (-3.28, 1.02, -0.20)
H (-2.40, -3.16, 0.77)
H (0.25, 2.74, 0.73)
H (1.89, -0.87, -0.38)
H (3.36, 0.06, -0.12)
H (2.28, 0.51, -1.68)
H (-1.14, 0.58, 0.57)

Summary:
Energy ... -19290.092 eV
Relative energy (zero: lowest compared OMol25 entry of this formula, charge and spin) ... 104.4 kcal per mole
SMILES ... N=C=CCl.C#CC

Entry 5:
This record from OMol25 describes C5H6ClNO3S in the gas phase at a distorted geometry. The level of theory is wB97M-V/def2-TZVPD.

Positions of all 17 atoms, in Å:
C (0.68, 0.54, -1.00)
C (-0.05, -0.08, 0.05)
C (1.96, 0.43, -0.73)
C (0.10, 1.24, -2.21)
C (-1.46, -0.42, 0.00)
N (0.74, -0.41, 1.02)
O (3.10, 0.46, -0.54)
O (-0.99, -0.21, 2.91)
O (1.39, -0.82, 3.37)
S (0.24, -0.90, 2.50)
Cl (-0.24, -2.83, 2.22)
H (0.80, 2.04, -2.52)
H (-0.80, 1.76, -1.98)
H (0.15, 0.51, -2.98)
H (-1.94, -0.51, 0.97)
H (-1.75, -1.30, -0.60)
H (-1.93, 0.48, -0.49)

Summary:
Energy ... -36270.476 eV
Relative energy (zero: lowest compared OMol25 entry of this formula, charge and spin) ... 0.0 kcal per mole
SMILES ... CC(=C=O)/C(C)=N/S(=O)(=O)Cl

Entry 6:
This record from OMol25 describes C5H6ClNS in the gas phase at a distorted geometry. The level of theory is wB97M-V/def2-TZVPD.

Positions of all 14 atoms, in Å:
C (-1.03, 1.29, 0.93)
C (-0.67, -0.02, 0.18)
C (0.10, -0.28, -1.10)
C (0.80, -0.43, 0.27)
C (1.21, -1.79, 0.70)
H (-2.00, 1.68, 0.62)
H (-0.98, 1.13, 2.01)
H (-0.28, 2.08, 0.61)
H (-0.36, -1.30, -1.48)
H (1.89, 0.27, -2.25)
H (1.44, 0.53, 0.47)
N (1.26, -3.02, 0.78)
S (0.53, 1.00, -2.31)
Cl (-1.91, -1.13, 0.56)

Summary:
Energy ... -30127.250 eV
Relative energy (zero: lowest compared OMol25 entry of this formula, charge and spin) ... 59.1 kcal per mole
SMILES ... C[C@@]1(Cl)[C@@H](S)[C@@H]1C#N

Entry 7:
This record from OMol25 describes a molecular structure, C5H6F15KO18S5 at a distorted geometry. The level of theory is wB97M-V/def2-TZVPD.

Positions of all 50 atoms, in Å:
K (0.12, -0.74, -0.23)
C (2.99, 3.76, -0.69)
F (2.06, 3.94, 0.23)
F (2.62, 4.41, -1.82)
F (4.12, 4.37, -0.28)
S (3.31, 1.91, -1.09)
O (2.02, 1.25, -0.89)
O (3.75, 1.95, -2.46)
O (4.29, 1.59, -0.06)
C (-3.68, -0.09, -0.62)
F (-2.58, -0.30, 0.12)
F (-3.29, -0.08, -1.90)
F (-4.49, -1.13, -0.46)
S (-4.64, 1.47, -0.15)
O (-5.82, 1.44, -0.99)
O (-4.98, 1.25, 1.25)
O (-3.67, 2.56, -0.41)
C (1.58, -1.81, -3.83)
F (2.60, -1.09, -4.35)
F (2.12, -2.89, -3.25)
F (0.92, -1.04, -2.98)
S (0.43, -2.35, -5.23)
O (-0.19, -1.14, -5.73)
O (1.29, -3.09, -6.18)
O (-0.47, -3.25, -4.52)
C (1.63, 1.01, 3.22)
F (2.06, 2.17, 2.70)
F (0.42, 1.10, 3.74)
F (1.64, 0.15, 2.17)
S (2.85, 0.44, 4.59)
O (2.72, -1.01, 4.66)
O (4.16, 0.86, 4.11)
O (2.36, 1.16, 5.77)
C (-1.66, -2.08, 4.13)
F (-2.48, -1.27, 3.46)
F (-0.78, -1.33, 4.78)
F (-2.39, -2.76, 5.00)
S (-0.76, -3.16, 2.89)
O (0.10, -4.05, 3.69)
O (-1.84, -3.88, 2.22)
O (0.00, -2.25, 2.05)
O (-0.90, 2.52, 0.54)
H (-0.39, 2.20, -0.21)
H (-1.77, 2.73, 0.18)
O (-1.54, -2.33, -1.92)
H (-1.34, -2.41, -2.87)
H (-0.90, -2.90, -1.48)
O (-0.43, 1.21, -1.97)
H (0.11, 1.80, -2.50)
H (-1.29, 1.17, -2.42)

Summary:
Energy ... -153403.957 eV
Total charge ... -4

Entry 8:
This record from OMol25 describes 3 unconnected molecules or ions with the total composition C5H6F4N2 at a distorted geometry. The level of theory is wB97M-V/def2-TZVPD.

Positions of all 17 atoms, in Å:
C (-2.41, -0.12, -0.33)
C (-2.24, -1.33, -1.04)
C (0.81, -0.58, 0.79)
C (2.88, -0.74, -0.46)
C (1.49, -0.20, -0.34)
N (-1.43, 0.12, 0.43)
N (-0.54, -0.54, 0.89)
F (-3.21, -1.59, -1.86)
F (1.39, -1.30, 1.78)
F (-0.85, 1.87, 0.13)
F (-1.91, 3.33, 1.83)
H (-3.29, 0.62, -0.51)
H (3.51, -0.15, 0.27)
H (3.34, -0.69, -1.44)
H (2.75, -1.69, -0.02)
H (1.07, 0.17, -1.27)
H (-1.35, 2.82, 1.17)

Summary:
Energy ... -19124.339 eV
Relative energy (zero: lowest compared OMol25 entry of this formula, charge and spin) ... 91.0 kcal per mole

Entry 9:
This record from OMol25 describes C5H6F4N2O in the gas phase at a distorted geometry. The level of theory is wB97M-V/def2-TZVPD.

Positions of all 18 atoms, in Å:
C (0.92, 1.36, 1.17)
C (-2.54, -0.31, -0.93)
C (-1.51, 0.20, 0.03)
C (0.86, 0.11, 0.43)
C (2.19, 0.27, -0.51)
N (0.88, 2.37, 1.69)
N (1.03, -0.96, 1.34)
O (-0.19, -0.17, -0.46)
F (3.32, 0.13, 0.20)
F (2.16, -0.74, -1.41)
F (2.18, 1.40, -1.09)
F (1.72, -2.03, 0.74)
H (-1.79, -0.78, -1.67)
H (-3.24, -1.00, -0.60)
H (-3.05, 0.43, -1.48)
H (-1.52, -0.17, 1.08)
H (-1.55, 1.35, -0.12)
H (0.15, -1.46, 1.62)

Summary:
Energy ... -21176.039 eV
Relative energy (zero: lowest compared OMol25 entry of this formula, charge and spin) ... 94.6 kcal per mole
SMILES ... CCO[C@@](C#N)(NF)C(F)(F)F

Entry 10:
This record from OMol25 describes C5H6FN in the gas phase at a distorted geometry. The level of theory is wB97M-V/def2-TZVPD.

Positions of all 13 atoms, in Å:
C (-0.89, -0.83, -0.09)
C (-0.14, 0.44, 0.30)
C (-0.58, 1.69, 0.15)
C (1.18, 0.18, 0.81)
C (2.24, -0.09, 1.31)
H (-0.48, -0.63, -2.04)
H (0.58, -1.58, -1.32)
H (-0.85, -1.52, 0.75)
H (-1.92, -0.45, -0.21)
H (-0.14, 2.64, 0.37)
H (3.21, -0.41, 1.69)
N (-0.41, -1.39, -1.37)
F (-1.80, 1.94, -0.34)

Summary:
Energy ... -9487.060 eV
Relative energy (zero: lowest compared OMol25 entry of this formula, charge and spin) ... 56.0 kcal per mole
SMILES ... C#C/C(=C/F)CN

Entry 11:
This record from OMol25 describes C5H6FN in the gas phase at a distorted geometry. The level of theory is wB97M-V/def2-TZVPD.

Positions of all 13 atoms, in Å:
C (-0.66, -0.63, 0.72)
C (0.42, 0.04, -0.20)
C (0.40, -0.18, -1.51)
C (1.37, 0.89, 0.39)
C (2.23, 1.59, 0.96)
H (-2.49, 0.19, 0.19)
H (-2.19, -1.33, -0.58)
H (-0.66, 0.03, 1.67)
H (-0.34, -1.64, 1.07)
H (-0.47, -0.54, -2.12)
H (2.95, 2.18, 1.44)
N (-2.03, -0.71, 0.24)
F (1.46, 0.11, -2.26)

Summary:
Energy ... -9486.693 eV
Relative energy (zero: lowest compared OMol25 entry of this formula, charge and spin) ... 64.4 kcal per mole
SMILES ... C#C/C(=C\F)CN

Entry 12:
This record from OMol25 describes C5H6FN in the gas phase at a distorted geometry. The level of theory is wB97M-V/def2-TZVPD.

Positions of all 13 atoms, in Å:
C (-0.05, -1.08, 0.73)
C (0.09, 0.34, 0.14)
C (-1.03, 0.99, -0.17)
C (1.33, 0.92, -0.08)
C (2.44, 1.31, -0.31)
H (-0.51, -2.30, -0.92)
H (1.09, -2.28, -0.42)
H (0.69, -1.23, 1.48)
H (-1.06, -1.13, 1.13)
H (-1.04, 2.03, -0.49)
H (3.50, 1.56, -0.36)
N (0.11, -2.25, -0.14)
F (-2.24, 0.46, -0.15)

Summary:
Energy ... -9487.000 eV
Relative energy (zero: lowest compared OMol25 entry of this formula, charge and spin) ... 57.4 kcal per mole
SMILES ... C#C/C(=C/F)CN

Number 1: HOMO energy -9.9045 eV, HOMO-LUMO gap 10.7 eV, LUMO 0.778 eV. Number 2: HOMO energy -9.7100 eV, HOMO-LUMO gap 10.6 eV, LUMO 0.860 eV. Number 3: HOMO energy -8.1066 eV, HOMO-LUMO gap 8.7 eV, LUMO 0.591 eV. Number 4: HOMO energy -8.7878 eV, HOMO-LUMO gap 9.2 eV, LUMO 0.370 eV. Number 5: HOMO energy -9.5458 eV, HOMO-LUMO gap 9.3 eV, LUMO -0.263 eV. Number 6: HOMO energy -9.8209 eV, HOMO-LUMO gap 10.0 eV, LUMO 0.171 eV. Number 7: HOMO energy 0.1932 eV, HOMO-LUMO gap 7.3 eV, LUMO 7.480 eV. Number 8: HOMO energy -9.7202 eV, HOMO-LUMO gap 7.2 eV, LUMO -2.473 eV. Number 9: HOMO energy -10.5981 eV, HOMO-LUMO gap 11.3 eV, LUMO 0.674 eV. Number 10: HOMO energy -9.1940 eV, HOMO-LUMO gap 10.1 eV, LUMO 0.922 eV. Number 11: HOMO energy -8.8414 eV, HOMO-LUMO gap 9.6 eV, LUMO 0.773 eV. Number 12: HOMO energy -9.0184 eV, HOMO-LUMO gap 9.9 eV, LUMO 0.924 eV.